1.
{"formula": "C12H13BrO2Ta", "method": "wB97M-V/def2-TZVPD", "species": ["C", "C", "C", "H", "C", "C", "H", "H", "H", "H", "Ta", "Br", "C", "C", "C", "H", "C", "C", "H", "H", "H", "H", "C", "C", "O", "O", "H", "H", "H"], "coordinates": [[0.949, 0.775, -1.783], [0.573, 1.805, -0.917], [1.374, 1.638, 0.308], [-0.120, 2.594, -1.133], [2.116, 0.436, 0.247], [1.946, -0.045, -1.096], [2.624, -0.730, -1.602], [0.546, 0.595, -2.770], [1.543, 2.370, 1.082], [2.914, 0.189, 0.930], [-0.228, -0.286, -0.253], [-2.209, 1.213, -1.346], [-0.461, -2.533, 0.001], [0.740, -2.449, -0.774], [0.431, -1.787, -1.992], [1.676, -2.978, -0.576], [-0.975, -1.438, -1.995], [-1.552, -1.964, -0.774], [-2.604, -2.146, -0.661], [-0.562, -3.128, 0.912], [1.059, -1.681, -2.874], [-1.491, -1.065, -2.865], [-1.306, 1.888, 3.373], [-1.050, 0.988, 2.220], [-0.698, 1.620, 1.194], [-1.149, -0.252, 2.182], [-2.064, 1.460, 4.033], [-1.672, 2.880, 3.032], [-0.349, 2.033, 3.899]], "nbo_charge": [-0.392, -0.229, -0.097, 0.306, -0.318, -0.272, 0.267, 0.289, 0.273, 0.286, 1.596, -0.230, -0.300, -0.252, -0.211, 0.287, -0.338, -0.375, 0.309, 0.305, 0.273, 0.303, -0.714, 0.806, -0.691, -0.632, 0.247, 0.253, 0.248], "e_tot_ev": -88336.4697, "total_charge": 1, "max_force_ev_per_a": 6.081, "molar_mass_da": 450.09, "e_lumo_ha": [-0.213, -0.213], "gap_ha": [0.238, 0.238]}

***

2.
{"formula": "C12H13BrO2Ti", "method": "wB97M-V/def2-TZVPD", "species": ["C", "C", "C", "H", "C", "C", "H", "H", "H", "H", "Ti", "Br", "C", "C", "C", "H", "C", "C", "H", "H", "H", "H", "C", "O", "C", "O", "H", "H", "H"], "coordinates": [[-2.309, -0.880, -0.002], [-2.212, -1.448, 1.297], [-1.826, -0.397, 2.221], [-2.528, -2.467, 1.568], [-1.702, 0.828, 1.454], [-2.000, 0.512, 0.088], [-2.053, 1.210, -0.741], [-2.717, -1.403, -0.868], [-1.886, -0.481, 3.311], [-1.421, 1.804, 1.856], [-0.144, -0.699, 0.722], [0.570, -1.973, -1.118], [2.359, 0.794, -3.201], [1.246, 1.583, -3.615], [0.256, 0.702, -4.153], [1.177, 2.666, -3.574], [0.758, -0.623, -4.075], [2.079, -0.564, -3.519], [2.771, -1.394, -3.399], [3.284, 1.156, -2.761], [-0.696, 0.995, -4.590], [0.239, -1.518, -4.406], [1.041, 0.854, 4.587], [1.163, -0.481, 3.941], [0.640, -0.594, 2.761], [0.893, -1.655, 2.060], [0.116, 0.862, 5.186], [0.966, 1.588, 3.774], [1.937, 1.023, 5.196]], "lowdin_spin": [0.012, 0.012, 0.008, 0.003, 0.023, 0.009, 0.001, 0.000, 0.000, 0.006, 0.903, 0.001, 0.002, -0.001, 0.000, 0.000, 0.000, 0.000, 0.000, 0.000, 0.000, 0.000, 0.000, 0.005, 0.014, 0.002, 0.000, 0.001, 0.000], "e_above_lowest_kcal_mol": 0.0, "e_tot_ev": -109906.9705, "total_charge": -1, "max_force_ev_per_a": 3.640, "molar_mass_da": 317.00, "e_lumo_ha": [0.084, 0.083], "multiplicity": 2, "gap_ha": [0.164, 0.164]}

***

3.
{"formula": "C12H13ClN11Pd", "method": "wB97M-V/def2-TZVPD", "species": ["Pd", "N", "C", "N", "N", "N", "N", "C", "N", "N", "N", "N", "H", "C", "N", "C", "C", "N", "H", "H", "H", "H", "H", "H", "Cl", "C", "C", "C", "C", "C", "C", "C", "H", "H", "H", "H", "H", "H"], "coordinates": [[-0.267, -0.865, 0.061], [2.607, -0.711, 2.221], [2.780, -0.672, 0.850], [3.893, -0.285, 0.246], [3.634, -0.420, -1.070], [2.428, -0.848, -1.249], [1.857, -1.037, -0.046], [1.364, -0.616, 2.816], [1.157, -0.314, 4.091], [-0.179, -0.356, 4.242], [-0.740, -0.658, 3.117], [0.213, -0.844, 2.184], [3.394, -0.434, 2.777], [-0.957, 4.710, -0.361], [0.245, 3.907, -0.232], [1.530, 4.561, -0.408], [0.147, 2.595, -0.382], [0.054, 1.453, -0.508], [-0.887, 5.568, 0.309], [-1.820, 4.113, -0.079], [-1.096, 5.077, -1.384], [1.601, 5.397, 0.289], [1.654, 4.943, -1.427], [2.327, 3.853, -0.197], [-0.984, -6.103, -1.985], [-1.327, -4.451, -1.565], [-1.565, -4.118, -0.242], [-1.873, -2.809, 0.088], [-1.982, -1.798, -0.918], [-2.338, -0.478, -0.535], [-1.676, -2.182, -2.252], [-1.359, -3.483, -2.567], [-1.493, -4.876, 0.525], [-2.135, -2.555, 1.108], [-2.862, -0.337, 0.402], [-2.498, 0.269, -1.302], [-1.710, -1.430, -3.030], [-1.135, -3.766, -3.586]], "nbo_charge": [0.826, -0.603, 0.432, -0.409, -0.136, -0.137, -0.455, 0.423, -0.409, -0.138, -0.158, -0.504, 0.411, -0.390, -0.463, -0.394, 0.475, -0.414, 0.200, 0.225, 0.183, 0.198, 0.185, 0.239, -0.022, -0.018, -0.253, -0.178, -0.151, -0.475, -0.179, -0.250, 0.227, 0.248, 0.222, 0.202, 0.217, 0.222], "e_above_lowest_kcal_mol": 50.2, "e_tot_ev": -45046.8693, "total_charge": -1, "max_force_ev_per_a": 2.040, "molar_mass_da": 453.19, "e_lumo_ha": [0.079, 0.088], "gap_ha": [0.241, 0.248]}